# 1
Here is C11H32B4HfNO7S as an isolated structure from the OMol25 dataset. Energies are from wB97M-V/def2-TZVPD.

Positions of all 57 atoms, in Å:
1 Hf -3.591 0.286 -0.310
2 B -3.422 0.323 2.120
3 H -3.448 0.277 3.198
4 H -3.565 1.342 1.794
5 H -2.484 -0.006 1.700
6 H -4.255 -0.279 1.791
7 B -3.515 2.711 -0.477
8 H -3.458 3.787 -0.545
9 H -4.293 2.532 0.248
10 H -3.662 2.144 -1.383
11 H -2.688 2.261 0.050
12 B -1.250 0.274 -1.001
13 H -1.953 -0.391 -1.477
14 H -1.405 0.116 0.055
15 H -0.283 -0.029 -1.372
16 H -1.530 1.296 -1.202
17 B -3.256 -2.294 -0.041
18 H -4.032 -2.267 0.709
19 H -2.468 -1.674 0.358
20 H -2.838 -3.284 -0.143
21 H -3.518 -1.950 -1.029
22 C -4.205 0.434 -4.970
23 C -4.776 0.102 -3.633
24 O -4.070 -0.027 -2.643
25 O -5.991 0.105 -3.512
26 H -4.525 -0.304 -5.705
27 H -3.126 0.335 -4.851
28 H -4.230 1.419 -5.436
29 C 2.487 -3.081 -1.367
30 C 1.525 -2.242 -0.615
31 C 1.772 -2.320 0.747
32 C 2.858 -2.957 1.343
33 C 3.803 -3.606 0.550
34 C 3.590 -3.689 -0.824
35 N 3.020 -2.878 2.814
36 O 3.714 -3.636 3.467
37 O 2.387 -2.114 3.432
38 H 2.358 -3.252 -2.425
39 H 0.616 -1.767 -0.953
40 H 1.057 -1.701 1.269
41 H 4.647 -4.138 0.963
42 H 4.353 -4.098 -1.470
43 O 0.848 3.243 1.745
44 S 1.979 2.742 0.883
45 O 2.096 3.120 -0.501
46 O 3.325 3.123 1.692
47 C 4.605 2.918 1.259
48 C 5.587 2.740 2.461
49 C 2.039 0.816 0.943
50 H 4.880 3.723 0.577
51 H 4.573 1.958 0.744
52 H 6.547 2.297 2.199
53 H 5.130 2.229 3.309
54 H 5.969 3.681 2.856
55 H 1.017 0.536 1.195
56 H 2.900 0.505 1.534
57 H 2.155 0.612 -0.122

energy = -42579.278 eV
LUMO energy (alpha / beta) = -1.72 / -5.53 eV
molecular weight = 544.18 g mol⁻¹
Kohn-Sham gap (alpha / beta) = 8.3 / 4.4 eV
spin multiplicity = 2
<S²> = 0.75

# 2
Here is C22H12BrCl2F3MnN2O3 as an isolated structure from the OMol25 dataset. Energies are from wB97M-V/def2-TZVPD.

Positions of all 46 atoms, in Å:
1 Mn -4.102 -15.894 1.524
2 Cl -3.268 -10.966 1.811
3 C -2.327 -12.276 2.563
4 C -1.300 -12.007 3.450
5 C -0.473 -12.979 3.953
6 Cl 0.861 -12.516 4.950
7 C -0.824 -14.386 3.859
8 C -0.089 -15.460 4.417
9 C -0.435 -16.747 3.944
10 C -1.594 -16.960 3.213
11 N -2.281 -15.941 2.643
12 C -1.874 -14.671 2.948
13 C -2.644 -13.616 2.374
14 O -3.519 -13.977 1.480
15 H -1.050 -11.015 3.829
16 H 0.797 -15.313 5.098
17 H 0.204 -17.667 3.953
18 H -1.955 -17.970 2.804
19 F -9.743 -17.351 5.462
20 C -8.695 -16.590 5.910
21 F -9.166 -15.293 6.217
22 F -8.160 -17.127 7.066
23 C -7.649 -16.530 4.835
24 C -7.968 -16.286 3.457
25 C -6.961 -16.198 2.550
26 N -5.616 -16.254 2.910
27 C -5.311 -16.368 4.243
28 C -6.268 -16.638 5.188
29 H -9.004 -16.064 3.175
30 H -7.159 -16.074 1.474
31 H -4.304 -16.234 4.669
32 H -6.015 -16.991 6.180
33 Br -2.211 -21.970 -2.664
34 C -3.691 -20.861 -2.160
35 C -4.848 -20.905 -2.919
36 C -5.869 -19.917 -2.767
37 C -5.547 -18.844 -1.845
38 C -4.305 -18.669 -1.239
39 C -3.365 -19.723 -1.396
40 C -4.021 -17.524 -0.366
41 O -4.940 -16.640 -0.168
42 O -2.942 -17.508 0.332
43 H -4.999 -21.674 -3.731
44 H -6.821 -19.870 -3.263
45 H -6.323 -18.110 -1.640
46 H -2.408 -19.683 -0.879

energy = -166693.356 eV
LUMO energy (alpha / beta) = -1.27 / -1.38 eV
relative energy (zero: lowest compared OMol25 entry of this formula, charge and spin) = 20.3 kJ/mol
molecular weight = 615.09 g mol⁻¹
Kohn-Sham gap (alpha / beta) = 6.2 / 6.2 eV
spin multiplicity = 6
<S²> = 8.76

# 3
Here is C7H12O3Tm as an isolated structure from the OMol25 dataset. Energies are from wB97M-V/def2-TZVPD.

Positions of all 23 atoms, in Å:
1 C 4.717 3.441 0.083
2 C 5.489 4.464 -0.299
3 H 2.322 3.579 1.104
4 H 4.839 2.982 1.068
5 H 6.362 4.313 -0.939
6 H 5.297 5.480 0.055
7 H 4.735 2.721 -0.770
8 O -0.431 -2.735 -0.234
9 C 0.014 -1.595 -0.553
10 O 0.579 -1.432 -1.675
11 O -0.096 -0.617 0.317
12 C 0.437 0.662 -0.037
13 C 0.123 1.600 1.115
14 C 0.388 3.007 0.885
15 C 1.256 3.803 1.665
16 Tm 0.198 -3.925 -2.312
17 H -0.028 1.009 -0.968
18 H 1.521 0.580 -0.182
19 H 0.501 1.257 2.088
20 H -0.989 1.669 1.236
21 H -0.089 3.482 0.019
22 H 1.123 4.884 1.542
23 H 1.393 3.495 2.707

energy = -43091.478 eV
LUMO energy (alpha / beta) = -12.06 / -13.78 eV
total charge = +3
molecular weight = 313.10 g mol⁻¹
Kohn-Sham gap (alpha / beta) = 6.4 / 3.8 eV
spin multiplicity = 3
<S²> = 2.01

# 4
Here is a 2-piece molecular cluster, C3H9BFNO5S overall from the OMol25 dataset. Energies are from wB97M-V/def2-TZVPD.

Positions of all 21 atoms, in Å:
1 C -1.627 -0.022 1.273
2 N -0.384 -0.754 0.971
3 C -0.504 -1.691 -0.098
4 S -1.290 -1.060 -1.675
5 F -2.911 -0.831 -1.466
6 B -0.648 0.675 -2.108
7 O 0.731 0.877 -2.279
8 O -1.511 1.753 -2.300
9 H -2.553 -0.620 1.092
10 H -1.636 0.253 2.361
11 H -1.609 0.948 0.711
12 H 0.417 -0.135 0.835
13 H 0.512 -2.095 -0.374
14 H -1.109 -2.583 0.222
15 H 1.151 0.001 -2.239
16 H -2.125 1.860 -1.559
17 C 3.126 0.598 1.722
18 O 3.717 1.703 1.612
19 O 2.463 0.250 0.546
20 O 3.038 -0.193 2.671
21 H 2.752 1.064 0.080

energy = -29212.513 eV
LUMO energy = -3.11 eV
molecular weight = 200.98 g mol⁻¹
Kohn-Sham gap = 4.1 eV
spin multiplicity = 1

# 5
Here is an isolated ion of composition C5H6BrN2O and charge +1 from the OMol25 dataset. Energies are from wB97M-V/def2-TZVPD.

Positions of all 15 atoms, in Å:
1 C -0.091 1.338 0.622
2 N 0.201 -0.022 0.557
3 C -0.520 -0.885 -0.204
4 C -0.421 -2.278 -0.319
5 C 0.274 -3.122 0.534
6 C 0.639 -4.107 1.151
7 Br 1.521 -5.312 2.107
8 N 1.338 -0.369 1.152
9 O 2.046 0.524 1.640
10 H -0.229 1.434 1.673
11 H 0.804 1.995 0.358
12 H -1.061 1.634 0.063
13 H -1.117 -0.407 -0.977
14 H -0.849 -2.836 -1.181
15 H 1.647 -1.289 0.981

energy = -80339.100 eV
LUMO energy (alpha / beta) = -6.52 / -5.66 eV
total charge = +1
relative energy (zero: lowest compared OMol25 entry of this formula, charge and spin) = 550.6 kJ/mol
molecular weight = 190.02 g mol⁻¹
Kohn-Sham gap (alpha / beta) = 6.8 / 7.4 eV
SMILES string = CN(/C=C\C#CBr)[NH+]=O
spin multiplicity = 1

# 6
Here is a 2-piece molecular cluster, C2F6O2S overall from the OMol25 dataset. Energies are from wB97M-V/def2-TZVPD.

Positions of all 11 atoms, in Å:
1 C -3.928 -0.695 -0.326
2 F -4.203 -0.912 -1.684
3 F -5.141 -0.155 0.132
4 F -3.981 -1.997 0.192
5 S -0.353 1.646 0.587
6 O -2.879 -0.020 -0.062
7 O -0.501 2.374 1.907
8 C 0.893 0.295 0.990
9 F 1.219 -0.382 -0.104
10 F 1.989 0.845 1.490
11 F 0.401 -0.552 1.887

energy = -33310.612 eV
LUMO energy (alpha / beta) = 3.13 / 1.58 eV
total charge = -1
relative energy (zero: lowest compared OMol25 entry of this formula, charge and spin) = 0.0 kJ/mol
molecular weight = 202.07 g mol⁻¹
Kohn-Sham gap (alpha / beta) = 8.5 / 6.9 eV
spin multiplicity = 2
<S²> = 0.75

> Which formula does entry 3 have?

C7H12O3Tm